Here is a 2-piece molecular cluster, C5H8 overall from the Open Molecules 2025 dataset. Energies are from ωB97M-V with the def2-TZVPD basis set.

Each line ends with the Löwdin charge.
Cartesian coordinates (Å):
1 C -1.50 0.20 0.14  -0.1293
2 C -1.38 -1.15 0.83  -0.0959
3 C -0.19 -0.48 0.27  -0.2620
4 C 1.07 -0.40 0.01  -0.0888
5 C 2.33 -0.24 -0.28  -0.0210
6 H 0.08 2.33 -1.15  0.0477
7 H -1.67 1.08 0.76  0.1007
8 H -1.96 0.24 -0.84  0.1012
9 H -1.77 -2.02 0.30  0.1024
10 H -1.49 -1.19 1.91  0.1025
11 H 0.72 1.95 -1.11  0.0310
12 H 3.01 0.27 0.40  0.0560
13 H 2.74 -0.59 -1.22  0.0556

Calculated values
E (hartree): -195.167332
Net charge: 0
Structure (SMILES): C=C=C1CC1.[H][H]
E_LUMO (eV): 1.218
Spin multiplicity: 1
E_HOMO (eV): -9.28